# 1
Here is 7 unconnected molecules or ions with the total composition C25H50O13S5 from the Open Molecules 2025 dataset. Energies are from the ωB97M-V functional and the def2-TZVPD basis.

Output
E_LUMO ... 0.265 eV

Each line ends with the Löwdin charge.
CARTESIAN COORDINATES (ANGSTROEM)
O (-16.1406, -3.2368, 12.2624)  -0.3132
S (-16.9564, -2.1164, 12.5723)  0.6418
O (-16.4579, -0.8514, 12.9926)  -0.3155
C (-18.0404, -1.7727, 11.1546)  -0.2186
C (-19.3924, -1.5481, 11.7526)  -0.2228
C (-19.4902, -2.6871, 12.7599)  -0.2294
C (-18.2963, -2.6051, 13.6744)  -0.2075
H (-18.0318, -2.7033, 10.5703)  0.1121
H (-17.6237, -0.9139, 10.6391)  0.1042
H (-19.5427, -0.6257, 12.2628)  0.0992
H (-20.1608, -1.6735, 11.0165)  0.1123
H (-19.5896, -3.6419, 12.2175)  0.1273
H (-20.3818, -2.5250, 13.3585)  0.1195
H (-18.0488, -3.5439, 14.2144)  0.1243
H (-18.3956, -1.7442, 14.3260)  0.0779
O (-12.1552, -0.4163, 10.0057)  -0.3068
S (-11.8671, -1.6158, 10.7113)  0.6323
O (-11.0657, -1.5381, 11.9259)  -0.3314
C (-13.3566, -2.5136, 10.8784)  -0.2477
C (-13.5384, -2.9407, 9.4521)  -0.2225
C (-12.2163, -3.6073, 8.9951)  -0.1753
C (-11.1331, -2.6879, 9.5483)  -0.2380
H (-14.1626, -1.8896, 11.3175)  0.1079
H (-13.1096, -3.4108, 11.4399)  0.1036
H (-14.3517, -3.6165, 9.4634)  0.1057
H (-13.6808, -2.1137, 8.7615)  0.1183
H (-12.1770, -3.6124, 7.9265)  0.1051
H (-12.0819, -4.5887, 9.4590)  0.1244
H (-10.7100, -1.9482, 8.8428)  0.1154
H (-10.3226, -3.2189, 10.1117)  0.1252
O (-14.6981, 4.5454, 14.8590)  -0.3501
S (-14.5799, 5.9874, 15.0575)  0.7096
O (-15.7340, 6.7948, 14.7242)  -0.3275
C (-13.8783, 6.3304, 16.7348)  -0.2078
C (-12.4186, 6.5300, 16.4569)  -0.2295
C (-12.3701, 7.4246, 15.1853)  -0.1972
C (-13.2004, 6.6868, 14.0983)  -0.1924
H (-14.2690, 5.5244, 17.3935)  0.1239
H (-14.2991, 7.2788, 16.9968)  0.0940
H (-11.9395, 7.0142, 17.2988)  0.1175
H (-11.9210, 5.5598, 16.2672)  0.1201
H (-11.3157, 7.4284, 14.9453)  0.1093
H (-12.7654, 8.4141, 15.4418)  0.1219
H (-12.5856, 5.8375, 13.7995)  0.0901
H (-13.4908, 7.2870, 13.2631)  0.0980
O (-19.2154, 0.4960, 14.7272)  -0.3566
S (-18.7370, 1.7844, 15.2801)  0.6978
O (-18.7178, 1.9239, 16.7202)  -0.3134
C (-17.1683, 2.0509, 14.5389)  -0.2185
C (-17.3867, 3.3030, 13.7134)  -0.2285
C (-18.4835, 4.1227, 14.3907)  -0.2373
C (-19.6165, 3.1668, 14.6135)  -0.2343
H (-16.9219, 1.2209, 13.8515)  0.0848
H (-16.4762, 2.2103, 15.3797)  0.1195
H (-16.5831, 4.0476, 13.5808)  0.0946
H (-17.7236, 3.0428, 12.7176)  0.1174
H (-18.6950, 5.0087, 13.8564)  0.1086
H (-18.1319, 4.4548, 15.3712)  0.1248
H (-20.1198, 2.8065, 13.7127)  0.1109
H (-20.3622, 3.6145, 15.2617)  0.1125
O (-11.9408, -4.8477, 15.7257)  -0.3344
S (-11.7539, -3.9565, 14.6073)  0.6491
O (-11.5218, -4.6180, 13.3361)  -0.3432
C (-13.2161, -2.8526, 14.6646)  -0.1907
C (-12.6633, -1.6036, 15.3396)  -0.2096
C (-11.3898, -1.9888, 16.1174)  -0.1984
C (-10.5275, -2.7935, 15.1033)  -0.2110
H (-13.8552, -3.4484, 15.3534)  0.1104
H (-13.6993, -2.7344, 13.6585)  0.0856
H (-12.3976, -0.8544, 14.5897)  0.0933
H (-13.3738, -1.0887, 15.9796)  0.1158
H (-11.6044, -2.6157, 16.9742)  0.1104
H (-10.8468, -1.1015, 16.3995)  0.0844
H (-9.8078, -3.4748, 15.5655)  0.1109
H (-10.1694, -2.2463, 14.2229)  0.0956
O (-9.2760, 0.5415, 15.7380)  0.0960
C (-9.7513, 1.3569, 14.9633)  -0.4350
C (-10.6167, 1.2047, 13.7349)  -0.0969
C (-10.2330, 2.4144, 12.9283)  -0.1229
C (-10.0222, 3.3906, 14.1146)  -0.1994
O (-9.4904, 2.6735, 15.1735)  0.0309
H (-10.5779, 0.2317, 13.2501)  0.0976
H (-11.6142, 1.4276, 14.1532)  0.1179
H (-9.3212, 2.1957, 12.3648)  0.1281
H (-11.0849, 2.7839, 12.3476)  0.1109
H (-9.3782, 4.2195, 13.7938)  0.1277
H (-10.9819, 3.7927, 14.4637)  0.1113
C (-13.9874, 1.9890, 12.0428)  -0.0979
O (-13.7534, 1.9644, 13.4926)  -0.1697
H (-13.1500, 1.4451, 11.6391)  0.0495
H (-14.9285, 1.4913, 11.8200)  0.0609
H (-14.1022, 3.0336, 11.6776)  0.0893
H (-14.0003, 2.8334, 13.9049)  0.0429

Force components x, y, z for each atom (eV/Å):
1.501 -0.947 -0.169
-2.889 -0.027 -0.648
1.325 1.025 0.558
0.866 -0.036 -0.025
-0.057 -1.266 0.122
-1.255 -0.137 0.215
0.775 -0.481 0.126
0.035 0.449 -0.141
0.177 -0.109 -0.276
0.231 0.946 0.279
-0.473 0.119 -0.502
0.198 0.194 0.364
-0.235 -0.332 0.093
-0.056 0.734 -0.366
-0.119 -0.030 0.401
-0.476 1.853 -0.600
0.935 -0.378 1.990
-0.573 -0.007 -0.463
-0.113 0.490 0.389
0.404 -0.288 -0.689
-0.244 0.564 1.135
1.994 -0.390 0.127
0.622 -0.508 -0.212
-0.229 0.010 0.581
-0.976 -0.703 -0.577
-0.557 0.200 0.203
0.067 -0.504 -0.590
-0.180 0.005 -0.406
-0.011 -0.729 0.073
-0.590 0.398 -0.766
0.487 0.689 0.292
-0.245 0.139 -0.861
0.055 -0.200 0.652
-1.274 -0.943 -0.759
0.069 -0.488 -0.394
0.002 -0.914 0.593
1.251 -0.599 1.867
0.627 0.508 -0.386
-0.532 0.520 0.356
0.199 0.043 0.109
-0.086 0.455 0.083
0.126 0.653 -0.564
0.215 -0.103 -0.315
-0.165 -0.062 -0.329
-0.571 0.202 -0.328
0.062 1.588 0.510
-1.517 -3.195 0.582
0.352 0.141 -0.355
1.076 0.600 -0.511
0.171 1.966 -0.293
0.687 -0.613 0.385
-0.768 0.388 -0.502
0.015 0.095 1.012
0.029 -0.233 -0.490
0.336 -1.116 0.179
-0.136 -0.204 -0.302
-0.579 0.847 -0.760
0.100 -0.002 0.050
0.223 0.187 -0.138
-0.073 -0.598 0.481
0.077 -0.161 0.539
-0.929 -1.140 -0.897
-0.043 0.817 -0.072
-0.228 -0.718 -0.254
0.149 0.488 -0.069
0.557 0.214 -1.039
-0.637 -0.314 0.383
0.136 0.525 -0.616
0.538 -0.034 1.049
0.081 -0.167 -0.131
-0.271 -0.236 0.146
-0.032 -0.025 0.170
0.129 0.220 0.310
0.327 0.530 -0.095
0.013 0.006 0.417
-1.067 0.872 -1.310
1.523 -1.664 1.548
-0.297 -0.120 0.953
-0.534 0.396 0.832
-0.405 1.314 -1.824
0.625 -0.618 0.333
0.002 0.086 0.178
-0.091 -0.522 -0.396
-0.199 0.492 -0.141
0.507 -0.189 -0.387
0.044 -0.126 0.531
-0.100 0.113 -0.355
-0.341 0.811 1.643
-0.453 1.265 -0.247
0.132 0.041 -0.648
-0.034 -0.294 -0.022
0.497 -0.626 0.073
0.093 -1.103 -0.693

***

# 2
Here is a single C3H10N4O2 molecule from the Open Molecules 2025 dataset. Energies are from the ωB97M-V functional and the def2-TZVPD basis.

Output
Energy relative to the best compared isomer or geometry (same formula, charge and spin) ... 108.7 kcal per mole
E_LUMO ... 0.734 eV

Each line ends with the Löwdin charge.
CARTESIAN COORDINATES (ANGSTROEM)
C (-1.3498, -1.2499, -0.7186)  -0.0233
C (-0.4436, -0.0566, -0.4561)  -0.5044
N (-0.9357, 1.1379, -1.1176)  0.0939
C (-0.2177, 0.1684, 1.1319)  -0.5202
N (0.3577, 1.4287, 1.4113)  0.1194
O (-0.9681, -0.3296, 1.9853)  -0.0042
N (0.9454, -0.3886, -0.8840)  -0.0499
N (1.4310, -1.0488, 0.5459)  0.0707
O (1.6660, 0.7926, -1.1121)  -0.0517
H (-0.9134, -2.0146, -1.3673)  0.0810
H (-2.3092, -0.9880, -1.1771)  0.0818
H (-1.6529, -1.8230, 0.1606)  0.0773
H (-0.5194, 1.9547, -0.6796)  0.0676
H (-1.9406, 1.2073, -0.9951)  0.0876
H (0.4491, 1.6112, 2.4013)  0.0992
H (1.1668, 1.6705, 0.8486)  0.0706
H (1.0465, -1.9831, 0.6819)  0.0910
H (2.0352, -0.6452, 1.2619)  0.0940
H (2.1527, 0.5560, -1.9212)  0.1197

Force components x, y, z for each atom (eV/Å):
-0.551 -1.005 -0.103
-0.122 0.744 1.667
0.201 -0.413 0.116
-3.466 1.069 0.404
0.554 -0.801 -0.382
1.434 0.152 -1.105
1.153 -1.456 2.309
-0.556 0.279 -2.127
0.184 -0.653 0.034
0.305 0.436 -0.193
0.306 0.377 -0.074
0.359 0.491 0.405
-0.125 -0.082 -0.177
0.145 -0.110 -0.040
0.024 -0.074 -0.083
-0.086 0.114 0.223
0.435 0.562 -0.319
-0.090 0.106 -1.010
-0.105 0.266 0.455

***

# 3
Here is 2 unconnected molecules or ions with the total composition CH6NOPS from the Open Molecules 2025 dataset. Energies are from the ωB97M-V functional and the def2-TZVPD basis.

Output
Energy relative to the best compared isomer or geometry (same formula, charge and spin) ... 57.4 kcal per mole
E_LUMO (alpha / beta) ... -0.588 / -0.587 eV

Each line ends with the Löwdin charge.
CARTESIAN COORDINATES (ANGSTROEM)
C (-1.4968, 1.0374, 0.5886)  0.0249
N (0.6091, -0.9883, -1.4411)  -0.1647
O (0.8382, -1.2587, 1.1323)  -0.2876
P (0.8041, -0.0993, -0.0014)  0.2877
S (2.5769, 0.8015, -0.2358)  0.1224
H (-2.0206, 0.7650, -0.2793)  -0.0278
H (-1.8559, 0.7593, 1.5190)  -0.0344
H (-1.0169, 1.9988, 0.6729)  -0.0168
H (-0.2099, -1.5824, -1.7347)  0.0842
H (0.8430, -0.5275, -2.2296)  -0.0327
H (0.9287, -0.9059, 2.0091)  0.0450

Force components x, y, z for each atom (eV/Å):
4.202 0.025 -0.930
-2.695 -2.549 2.895
-0.421 -0.288 -1.298
-0.296 0.366 -0.485
-1.897 -0.112 0.488
-0.637 -0.081 -0.934
-0.611 -1.163 1.562
-0.265 0.372 -0.556
0.930 0.822 1.366
1.580 2.220 -2.806
0.109 0.386 0.698

***

Going through the records in order, we get max |F| values of 3.6, 3.6, 4.7 eV Å⁻¹.